The ion C4H4N with charge +1, computed with the ωB97M-V functional and the def2-TZVPD basis.

```
9
Properties=species:S:1:pos:R:3:mulliken_charge:R:1
C -0.14362 -2.83905 -0.10842 0.15
N -0.23124 -1.67589 -0.15783 0.01
C -0.09364 -0.34657 -0.40601 -0.11
C -0.16450 0.90219 0.32741 0.05
C 0.20592 2.18158 0.47349 -0.47
H -0.32621 -3.82470 0.25173 0.42
H 0.25593 0.07643 -1.31195 0.39
H -0.61009 2.90716 0.20737 0.25
H 1.10745 2.61884 0.72421 0.32
```

total charge	+1
energy relative to the best compared isomer or geometry (same formula, charge and spin)	1.1462	eV
Kohn-Sham gap	9.07	eV
spin multiplicity	1

A structure of composition C8H10ClNO4Os, computed with the ωB97M-V functional and the def2-TZVPD basis.

```
25
Properties=species:S:1:pos:R:3:lowdin_spin:R:1
C -1.74421 0.75552 -1.21196 0.15
C -0.49185 1.35899 -1.42615 0.06
C 0.01218 1.85074 -0.19876 0.08
C -0.98720 1.61529 0.81620 -0.01
C -2.07574 0.89125 0.18144 0.00
Os -0.27783 -0.26616 0.44298 0.64
C 1.18737 -1.12546 -1.60858 0.61
C 1.14940 -2.34782 -2.34165 0.72
C 0.37160 -3.38176 -1.99117 0.37
N -1.11976 -0.85524 1.85938 1.06
H 0.94388 2.41994 -0.06437 0.00
H 0.02088 1.48811 -2.39802 0.00
H -0.94161 1.94478 1.85923 0.00
H -2.99463 0.57660 0.69981 0.00
H -2.42551 0.37520 -2.00009 0.01
H 1.35339 -0.34078 -2.30540 0.04
H -1.44582 -1.40903 0.04512 0.01
H 1.68967 -0.70249 -0.65528 0.06
H 0.32907 -4.21701 -2.68522 0.04
H -0.45985 -3.69319 -1.25729 0.04
O 0.61682 2.09650 2.94234 0.00
Cl 1.58445 1.02886 2.91421 0.01
O 2.90453 1.54358 3.09039 0.01
O 1.26618 0.00827 3.86298 0.01
O 1.53461 0.38530 1.42985 0.07
```

total charge	0
Kohn-Sham gap (spin up / spin down)	6.29 / 6.45	eV
spin multiplicity	5
⟨S²⟩	6.07

A structure of composition C27H24Cl2N2O3STl, computed with the ωB97M-V functional and the def2-TZVPD basis.

```
60
Properties=species:S:1:pos:R:3:mulliken_charge:R:1
Tl 1.82838 -1.36854 0.72056 0.55
O 2.38958 -3.09474 2.83246 -0.52
C 1.11828 -3.58944 3.16696 -0.84
C 0.32098 -4.08904 1.99296 1.09
C -0.88842 -4.75304 2.18146 -0.95
C -1.50392 -5.33344 1.08956 -0.30
C -0.88702 -5.25354 -0.15034 -0.89
C 0.27228 -4.50764 -0.25324 -0.26
N 0.85238 -3.92704 0.78736 0.00
H 2.76448 -3.63324 2.11806 0.30
H 0.57668 -2.76114 3.62876 0.29
H 1.21418 -4.40764 3.89906 0.39
H -1.32502 -4.80314 3.16776 0.42
H -2.44432 -5.85244 1.20376 0.40
H -1.30642 -5.74024 -1.01634 0.40
H 0.77498 -4.39264 -1.20244 0.51
Cl 1.79778 -2.10224 -2.19264 -0.18
C 3.47818 -2.09794 -2.66584 0.70
C 3.77578 -1.61404 -3.92174 -0.74
C 5.09418 -1.51804 -4.33864 -0.30
C 6.10288 -1.91264 -3.47324 -0.73
C 5.78718 -2.43294 -2.23734 0.30
Cl 7.09568 -2.93404 -1.22134 -0.23
C 4.46098 -2.56204 -1.76234 -0.26
S 4.11038 -3.25574 -0.24284 -0.44
H 2.97098 -1.30894 -4.57364 0.38
H 5.33388 -1.13004 -5.31794 0.34
H 7.14068 -1.82014 -3.75784 0.38
C -2.58002 5.34956 -2.57824 -1.58
C -1.58982 4.95316 -1.51834 1.08
C -0.49442 5.77286 -1.27554 -0.84
C 0.47248 5.41866 -0.35194 -0.75
C 0.35148 4.23206 0.33946 -0.90
C -0.74632 3.40576 0.12566 -0.35
N -0.79002 2.19856 0.83886 0.18
C -1.85942 1.78436 1.58766 0.33
C -2.74582 2.71196 2.13886 -0.72
C -3.79012 2.29336 2.93826 -0.62
C -3.95172 0.94976 3.23536 -0.68
C -3.04992 0.02486 2.72836 -0.31
C -2.01802 0.41726 1.89266 0.60
C -1.02722 -0.57694 1.33266 0.17
O -0.64102 -1.51754 2.05106 -0.64
O -0.58932 -0.35974 0.16786 -0.90
C -1.73072 3.75766 -0.81104 1.20
C -2.87952 2.82266 -1.04104 -1.39
H -2.27152 6.28096 -3.04894 0.38
H -3.57592 5.48186 -2.15644 0.31
H -2.64152 4.58486 -3.35214 0.36
H -0.39132 6.69636 -1.83114 0.31
H 1.32208 6.06516 -0.18204 0.38
H 1.10048 3.91606 1.05176 0.51
H -0.27382 1.41256 0.43996 0.29
H -2.58952 3.76106 1.92706 0.48
H -4.47842 3.02746 3.33166 0.38
H -4.77522 0.62196 3.85436 0.38
H -3.15242 -1.02394 2.96646 0.45
H -3.65562 2.98406 -0.29094 0.30
H -2.54212 1.79176 -0.94774 0.23
H -3.32112 2.95746 -2.02344 0.51
```

total charge	-1
Kohn-Sham gap	6.69	eV
spin multiplicity	1

The ion C8H12N3 with charge +1, computed with the ωB97M-V functional and the def2-TZVPD basis.

```
23
Properties=species:S:1:pos:R:3:mulliken_charge:R:1
C -0.59210 -2.82800 0.38980 -1.02
C -0.63405 -1.11297 0.10144 0.37
N -1.77673 -0.43485 0.08550 -0.21
C -1.76777 0.81436 -0.67245 -0.72
N -1.63997 1.88134 0.34089 -0.64
C 0.67676 -0.58426 -0.09026 1.22
C 1.87822 -1.29533 -0.31664 -0.99
C 3.05842 -0.61478 -0.13848 -0.10
C 3.16521 0.75477 0.10068 -0.89
C 1.98660 1.41241 0.11348 -0.13
N 0.84555 0.72987 0.16384 0.06
H -1.31646 -3.31809 1.04481 0.31
H 0.29044 -3.41610 0.25828 0.26
H -2.70565 -0.66824 0.29522 0.20
H -2.75744 1.03345 -1.19375 0.37
H -1.01987 0.63559 -1.47201 0.42
H -1.86577 1.61805 1.26784 0.20
H -2.17728 2.66827 0.03006 0.25
H 1.78994 -2.29419 -0.58038 0.50
H 3.99051 -1.28467 -0.18526 0.31
H 4.09278 1.16563 0.20557 0.49
H 1.98648 2.44312 0.27198 0.44
H -0.05887 1.17691 0.27862 0.31
```

total charge	+1
energy relative to the best compared isomer or geometry (same formula, charge and spin)	4.0534	eV
Kohn-Sham gap (spin up / spin down)	7.77 / 7.27	eV
spin multiplicity	1

no.,maximum force (eV/Å)
1,6.254
2,4.102
3,0.671
4,8.684